# 1
{
  "formula": "C4H6N2",
  "method": "ωB97M-V/def2-TZVPD",
  "spin_multiplicity": 1,
  "homo_energy_ev": -9.640,
  "relative_energy_kj_mol": 209.2,
  "smiles": "C/N=C(\\C)C#N",
  "e_tot_ev": -7223.423,
  "symbols": ["C", "N", "C", "C", "C", "N", "H", "H", "H", "H", "H", "H"],
  "coordinates": [[-1.4528, -0.9444, 0.0063], [-0.9734, 0.2734, 0.5951], [0.2137, 0.6172, 0.3104], [1.4521, -0.2184, 0.1291], [0.2182, 1.9958, -0.1556], [-0.0087, 2.9195, -0.8181], [-1.8775, -0.5221, -0.9175], [-0.7039, -1.6898, -0.2949], [-2.2582, -1.3660, 0.5960], [1.7750, -0.2928, -0.9143], [1.3315, -1.2198, 0.5540], [2.2377, 0.2961, 0.6892]]
}

# 2
{
  "formula": "CH5NO",
  "method": "ωB97M-V/def2-TZVPD",
  "spin_multiplicity": 1,
  "homo_energy_ev": -8.547,
  "relative_energy_kj_mol": 636.4,
  "e_tot_ev": -4648.788,
  "symbols": ["C", "N", "H", "H", "H", "H", "H", "O"],
  "coordinates": [[0.3216, 0.3846, 0.1484], [1.5019, 0.1497, 0.9383], [0.0331, 1.2028, -0.5128], [1.1425, -0.5630, 0.0545], [2.3132, 0.5833, 0.4855], [-0.7374, 0.0399, 0.2565], [-2.2855, -0.9836, -1.3538], [-1.6759, -0.4779, -0.8212]]
}